{"formula": "C4H10NO2", "method": "ωB97M-V/def2-TZVPD", "e_tot_ev": -9880.6927, "de_lowest_kj_mol": 858.25, "homo_ha": -0.580, "largest_force_ha_per_bohr": 0.102, "total_charge": 1, "elements": ["O", "O", "N", "C", "C", "C", "C", "H", "H", "H", "H", "H", "H", "H", "H", "H", "H"], "xyz": [[-0.317, 0.585, 1.353], [-0.533, -1.678, 0.949], [1.289, 0.452, -1.060], [1.175, 1.839, -1.084], [0.087, -0.304, -0.911], [1.802, 2.501, 0.202], [-0.284, -0.568, 0.618], [-5.390, -6.747, 1.738], [-5.821, -7.224, 1.343], [0.142, 2.235, -1.218], [-0.750, 0.105, -1.470], [2.775, 2.043, 0.369], [0.628, -0.006, 1.249], [1.868, 3.597, 0.137], [0.340, -1.278, -1.333], [1.780, 2.226, -1.951], [1.209, 2.223, 1.068]], "forces_ev_per_a": [[2.78, -2.70, -1.15], [0.21, 0.65, -0.25], [-1.16, 0.72, 1.03], [-1.56, 0.68, -0.94], [2.09, -0.16, -2.36], [0.90, -0.53, 0.70], [-4.17, -1.95, -1.28], [-0.26, -0.29, -0.23], [0.26, 0.29, 0.23], [0.46, -0.49, 0.14], [-0.50, 0.53, 0.50], [0.27, 0.36, -0.10], [1.05, 3.90, 3.36], [-0.08, -0.53, -0.49], [-0.20, -0.23, 0.41], [0.20, -0.46, 0.62], [-0.30, 0.21, -0.20]]}


{"formula": "C18H15N5O4S2", "method": "ωB97M-V/def2-TZVPD", "smiles": "O=C1NC(=S)NC(=O)C1=NNc1ccc(S(=O)(=O)N2CCc3ccccc32)cc1", "e_tot_ev": -56219.2490, "homo_ha": -0.307, "largest_force_ha_per_bohr": 0.086, "total_charge": 0, "elements": ["S", "S", "O", "O", "O", "O", "N", "N", "N", "N", "N", "C", "C", "C", "C", "C", "C", "C", "C", "C", "C", "C", "C", "C", "C", "C", "C", "C", "C", "H", "H", "H", "H", "H", "H", "H", "H", "H", "H", "H", "H", "H", "H", "H"], "xyz": [[-3.200, 1.399, 1.616], [5.019, -3.314, -6.558], [2.519, 0.229, -4.513], [-4.121, 0.318, 1.992], [-3.917, 2.612, 1.203], [1.331, -4.310, -3.788], [3.618, -1.418, -5.331], [-2.175, 1.756, 2.968], [0.379, -0.285, -2.883], [0.583, -1.613, -3.221], [2.942, -3.677, -5.072], [-0.322, -1.282, 4.057], [-1.363, -0.590, 3.431], [0.652, 0.750, 4.837], [-0.471, 1.427, -1.415], [3.788, -2.748, -5.623], [0.740, -0.643, 4.724], [-1.331, 1.853, -0.417], [-0.563, 2.929, 4.174], [1.945, -3.333, -4.205], [1.656, -1.906, -3.951], [-2.111, 0.881, 0.256], [-0.382, 1.448, 4.211], [2.601, -0.981, -4.538], [-2.102, -0.448, -0.128], [-1.272, -0.833, -1.201], [-0.425, 0.107, -1.817], [-1.338, 0.803, 3.476], [-1.719, 3.110, 3.220], [-0.822, 3.317, 5.149], [-2.703, -1.180, 0.365], [-2.501, 3.678, 3.747], [-2.114, -1.113, 2.901], [-1.382, 3.627, 2.305], [0.334, 3.410, 3.784], [-1.326, -1.855, -1.529], [-0.310, -2.347, 3.911], [1.600, -1.185, 5.128], [2.951, -4.620, -5.422], [-1.412, 2.914, -0.139], [1.404, 1.289, 5.386], [4.162, -0.727, -5.854], [0.168, 2.145, -1.918], [0.989, 0.406, -3.318]], "forces_ev_per_a": [[-2.70, 0.50, 0.44], [0.03, 0.45, -0.26], [-1.06, 1.45, 1.17], [2.41, 0.79, -0.43], [2.13, -0.99, 0.71], [-0.38, 1.46, 0.54], [0.00, -2.34, -0.11], [-3.19, -0.26, -3.06], [1.18, -2.24, -1.35], [1.36, 2.57, 0.54], [0.60, 2.99, -0.31], [0.52, 0.23, -0.29], [0.86, 0.58, 0.36], [-0.25, -0.37, -0.35], [0.20, 0.88, -0.12], [1.54, -1.28, -0.98], [-0.92, 0.38, -0.28], [-0.44, -0.53, 0.75], [0.65, -0.14, -0.01], [-2.03, -3.08, 0.45], [-1.03, -0.35, 0.83], [-0.10, 0.83, 0.42], [2.01, -0.47, 1.11], [0.16, 1.88, -1.06], [1.22, 0.28, -1.08], [-0.41, 0.66, 0.77], [-1.58, -1.85, 0.38], [0.61, -1.16, 0.79], [-0.45, 1.09, -0.03], [0.19, 0.20, 0.29], [-0.37, -0.21, 0.23], [0.06, -0.06, -0.75], [-0.65, -0.43, -0.35], [-0.46, -0.18, 0.26], [0.03, 0.15, 0.32], [0.27, -0.16, -0.17], [0.05, -0.31, 0.19], [-0.51, 0.12, -0.09], [0.27, -0.18, 0.16], [0.10, -0.61, -0.18], [0.20, 0.20, 0.09], [-0.24, -0.42, 0.46], [-0.06, 0.07, 0.02], [0.20, -0.17, -0.02]]}


{"formula": "C26H27O2", "method": "ωB97M-V/def2-TZVPD", "e_tot_ev": -31485.0488, "homo_ha": -0.399, "largest_force_ha_per_bohr": 0.056, "total_charge": 1, "elements": ["O", "O", "C", "C", "C", "C", "C", "C", "C", "C", "C", "C", "C", "C", "C", "C", "C", "C", "C", "C", "C", "C", "C", "C", "C", "C", "C", "C", "H", "H", "H", "H", "H", "H", "H", "H", "H", "H", "H", "H", "H", "H", "H", "H", "H", "H", "H", "H", "H", "H", "H", "H", "H", "H", "H"], "xyz": [[-3.738, -5.258, -0.223], [0.324, 4.091, -0.400], [-4.765, -4.926, -1.229], [-0.429, 0.501, -0.718], [0.200, 2.755, -0.106], [4.034, -0.936, -0.617], [-0.401, 5.835, 1.073], [-2.736, 6.419, 1.178], [-1.783, -4.592, 0.908], [0.882, 2.260, 0.997], [0.874, 0.897, 1.257], [-1.989, 4.745, -0.396], [-1.428, 6.581, 1.646], [3.963, -1.992, 1.671], [-0.870, -2.354, 0.609], [3.668, -0.809, -1.927], [-0.687, 4.900, 0.076], [-0.742, -3.686, 1.021], [-3.020, 5.509, 0.152], [0.152, 0.012, 0.473], [-2.961, -4.230, 0.220], [4.704, -0.342, -2.897], [1.793, -1.938, 0.272], [-0.451, 1.892, -0.974], [3.267, -1.560, 0.417], [-2.077, -1.988, -0.008], [-3.125, -2.896, -0.179], [0.347, -1.449, 0.901], [4.061, -3.081, 1.794], [1.489, -1.622, -0.749], [1.691, -3.087, 0.353], [3.294, -1.619, 2.476], [-2.309, -1.003, -0.397], [-0.842, 2.269, -1.924], [-5.499, -4.202, -0.817], [4.989, -1.631, 1.744], [-0.843, -0.183, -1.484], [-5.251, -5.882, -1.454], [2.634, -0.963, -2.244], [-1.193, 7.304, 2.440], [-3.543, 7.017, 1.620], [-3.982, -2.628, -0.787], [-2.173, 4.060, -1.221], [0.532, -1.465, 2.035], [5.087, -0.665, -0.391], [5.581, -0.992, -2.847], [1.488, 0.500, 2.090], [5.064, 0.655, -2.635], [1.541, 2.914, 1.552], [4.363, -0.280, -3.933], [-4.044, 5.411, -0.232], [-4.292, -4.507, -2.139], [-1.673, -5.649, 1.116], [0.635, 5.964, 1.367], [0.190, -4.077, 1.473]], "forces_ev_per_a": [[-0.88, 0.81, -0.31], [0.38, 0.01, -0.34], [0.55, -0.01, 0.76], [-0.10, 0.16, -0.02], [0.12, -0.09, 0.03], [0.11, -0.40, 0.73], [0.11, -0.31, -0.28], [-0.20, 0.06, 0.16], [-0.39, -0.02, -0.91], [0.45, -0.29, -0.13], [0.17, 0.62, 0.57], [0.04, 0.19, -0.08], [-0.10, 0.11, -0.25], [-0.42, 0.49, -0.06], [1.06, -0.32, -0.27], [0.17, 0.82, 0.26], [-1.04, 0.46, 0.72], [-0.27, -0.67, 0.65], [0.10, 0.24, 0.14], [0.73, -0.41, -0.22], [0.59, 0.13, -0.80], [-0.34, -0.07, -0.53], [-1.03, -1.30, -2.33], [0.34, -1.05, -0.28], [-1.10, -0.49, 0.24], [-0.23, 0.07, 0.32], [0.47, -0.84, -0.12], [0.20, 1.11, 1.69], [-0.54, 0.15, -0.28], [0.65, -0.82, 0.19], [0.65, 1.65, -0.14], [0.65, -0.29, -0.02], [0.43, -0.04, 0.33], [0.02, -0.13, 0.45], [0.39, -0.51, -0.22], [-0.22, 0.35, 0.07], [0.27, 0.54, 0.69], [0.15, 0.36, 0.08], [0.35, -0.25, -0.02], [-0.20, -0.38, -0.44], [0.36, -0.31, -0.24], [0.11, 0.21, 0.28], [-0.07, 0.08, 0.25], [-0.56, 0.14, -1.50], [-0.79, -0.41, 0.07], [-0.07, -0.04, 0.00], [-0.55, 0.35, -0.42], [-0.08, 0.07, 0.26], [-0.26, 0.15, 0.14], [-0.07, -0.20, 0.26], [0.55, 0.03, 0.22], [-0.18, -0.24, 0.50], [0.18, 0.08, 0.26], [-0.11, -0.04, 0.13], [-0.53, 0.47, -0.22]]}